{
  "formula": "C5H24NO9",
  "method": "the ωB97M-V functional and the def2-TZVPD basis",
  "elements": ["O", "C", "O", "C", "C", "C", "C", "N", "H", "H", "H", "H", "H", "H", "H", "H", "H", "H", "H", "H", "O", "H", "H", "O", "H", "H", "O", "H", "H", "O", "H", "H", "O", "H", "H", "O", "H", "H", "O"],
  "coordinates": [[-0.25903, 0.86805, 1.56957], [0.55979, 0.64033, 0.73434], [1.07824, -0.46746, 0.45217], [1.21507, 1.75733, -0.21887], [0.25630, 2.25903, -1.55145], [-1.08051, 2.69513, -1.30090], [-2.65365, 1.42011, -0.07640], [-2.06108, 1.64088, -1.30631], [2.15702, 1.49317, -0.73386], [1.05003, 2.61080, 0.46936], [0.56250, 1.57558, -2.33586], [0.69363, 3.14617, -1.99630], [-1.46843, 3.43724, -2.05591], [-1.02913, 3.15837, -0.30006], [-1.91168, 1.38946, 0.85839], [-3.36678, 2.22569, 0.15901], [-3.16734, 0.38718, 0.03168], [-2.81360, 1.75636, -1.93222], [2.02498, -0.44474, -1.61192], [0.79608, -0.80794, -2.30975], [1.73051, -0.83418, -2.42924], [0.56923, -1.99152, 1.09865], [0.32483, -3.60017, 1.21263], [0.17291, -2.74203, 1.62150], [-0.21654, -2.00382, 3.89225], [-0.57410, -0.63505, 3.68007], [-0.42852, -1.27578, 4.34468], [-2.34366, -1.86345, -0.80901], [-3.74141, -1.36974, -1.21608], [-3.15468, -1.78156, -0.44104], [-1.09823, -0.39546, -1.40719], [-0.53768, -1.44369, -0.56955], [-0.69344, -1.32303, -1.48041], [3.75390, -2.36513, 0.06685], [3.02408, -1.27260, -0.25659], [3.87208, -1.69665, -0.52509], [2.64084, -1.08725, 1.59812], [2.83778, -1.80810, 2.87460], [3.27969, -1.25153, 2.20015]],
  "forces_ev_per_a": [[-1.645, 0.983, 2.167], [3.047, 0.465, -3.590], [0.813, -2.392, 0.108], [-3.883, 1.490, -0.751], [4.813, -0.923, 0.641], [-2.756, 0.853, -0.301], [-1.042, -1.828, 5.302], [1.246, -1.542, -0.561], [-0.219, 0.372, 1.207], [1.503, 0.179, -0.555], [-1.179, -0.747, -0.253], [1.048, 0.570, 0.578], [0.824, -0.247, 0.669], [-0.546, 0.259, -0.321], [-1.421, 0.204, -2.476], [-0.311, -0.119, 0.238], [0.613, 1.800, -0.432], [-0.342, 0.482, -1.259], [0.254, 0.061, 0.438], [-1.293, -0.395, 0.155], [1.403, 0.250, -1.065], [-0.112, -0.325, 0.236], [0.160, 0.402, -0.223], [-0.035, 0.063, 0.196], [1.294, -4.565, -2.882], [-0.220, 1.308, -1.240], [-1.036, 3.313, 3.892], [4.213, -0.475, -2.143], [2.080, -1.470, 2.623], [-6.855, 1.518, -0.546], [0.487, -1.100, -0.670], [1.139, -0.587, 2.019], [-2.026, 2.067, -1.510], [0.543, -3.528, 2.641], [0.627, 0.485, -0.934], [-0.969, 3.012, -1.869], [-3.633, 1.228, -3.039], [0.311, 0.608, -0.567], [3.107, -1.730, 4.076]],
  "nbo_charge": [-0.710, 0.806, -0.890, -0.532, -0.411, -0.237, -0.487, -0.667, 0.223, 0.209, 0.224, 0.195, 0.177, 0.197, 0.269, 0.137, 0.221, 0.355, 0.463, 0.481, -0.962, 0.507, 0.465, -1.018, 0.467, 0.483, -0.952, 0.474, 0.452, -0.934, 0.495, 0.489, -0.973, 0.454, 0.467, -0.927, 0.473, 0.467, -0.947],
  "max_force_ev_per_a": 7.0,
  "multiplicity": 1,
  "de_lowest_kj_mol": 315.9,
  "homo_ev": -6.174,
  "total_charge": -1
}

---

{
  "formula": "C5H24NO9",
  "method": "the ωB97M-V functional and the def2-TZVPD basis",
  "elements": ["C", "N", "C", "C", "C", "C", "O", "O", "H", "H", "H", "H", "H", "H", "H", "H", "H", "H", "H", "H", "O", "H", "H", "O", "H", "H", "O", "H", "H", "O", "H", "H", "O", "H", "H", "O", "H", "H", "O"],
  "coordinates": [[1.45560, -1.32966, 2.05911], [0.46420, -0.64809, 1.41170], [-0.83031, -0.61378, 2.10623], [1.70001, 0.01421, -0.63698], [0.41377, -0.62613, -0.05473], [0.17178, -2.01616, -0.65318], [-1.15914, -2.51998, -0.57742], [2.47250, -1.76580, 1.54577], [1.35431, -1.30442, 3.15773], [-0.70344, -0.86962, 3.15012], [-1.30964, 0.36417, 2.00129], [-1.54678, -1.15212, 1.47036], [1.58849, 0.39162, -1.64843], [2.45515, -0.75630, -0.54214], [1.90553, 0.86352, 0.01205], [-0.35514, 0.10282, -0.32132], [0.36004, -1.96353, -1.74641], [0.74581, -2.78398, -0.14312], [-1.31321, 3.27025, 2.03562], [-0.04605, 3.30609, 2.86835], [-0.98901, 3.11265, 2.93306], [-3.66469, -0.14875, -0.44100], [-1.77170, -1.75617, -0.73406], [-2.73434, -0.39230, -0.52198], [2.24128, -2.27816, -2.11723], [3.13794, -2.90686, -0.93510], [2.89250, -2.92229, -1.86302], [1.41972, 1.78143, 1.54754], [0.35840, 2.28378, 0.58841], [1.17522, 2.55877, 1.02974], [-2.13832, 2.50618, -0.52104], [-2.63891, 1.78350, 0.76892], [-2.24190, 2.59642, 0.43756], [-2.58046, 1.46964, -2.80260], [-2.36734, 0.54122, -1.53653], [-1.87838, 1.26371, -2.17500], [-0.43610, 1.27506, -3.45901], [0.96784, 0.71928, -3.93696], [0.39743, 1.48305, -3.92104]],
  "forces_ev_per_a": [[0.382, 1.084, -0.521], [0.151, -0.832, 0.949], [-0.729, 0.926, -1.613], [-0.341, -0.710, 1.048], [0.491, 0.644, -0.697], [-1.598, -0.142, -0.697], [0.088, 0.552, 0.351], [-0.033, -0.370, 0.028], [-0.309, -0.249, -0.025], [-0.289, -0.309, -0.001], [0.638, 0.413, 0.486], [0.165, -0.852, 0.847], [-0.221, -0.172, -0.127], [0.568, 0.440, -0.253], [0.548, -0.222, -0.464], [-0.542, -0.564, 0.095], [0.627, 0.043, 0.437], [0.639, 0.211, -0.280], [-0.128, -0.179, -0.129], [-0.119, -0.101, -0.128], [0.100, 0.248, 0.360], [0.054, -0.461, 0.086], [-0.337, -0.232, 0.223], [-0.386, 0.814, -0.251], [-0.248, 0.405, 0.684], [-0.574, 0.611, 0.084], [1.083, -1.183, -0.789], [-0.136, 0.059, 0.031], [-0.042, 0.141, 0.073], [-0.019, 0.184, 0.212], [-0.032, -0.554, -0.111], [0.125, -0.291, -0.493], [0.133, 0.674, 0.365], [0.127, 0.146, -0.113], [0.777, -0.308, 0.379], [-0.620, 0.140, -0.202], [0.295, -0.264, 0.351], [-0.139, -0.400, 0.163], [-0.151, 0.659, -0.360]],
  "nbo_charge": [0.531, -0.444, -0.435, -0.635, -0.100, -0.069, -0.774, -0.655, 0.104, 0.195, 0.208, 0.257, 0.214, 0.218, 0.224, 0.243, 0.141, 0.191, 0.496, 0.473, -0.980, 0.438, 0.518, -1.232, 0.479, 0.489, -0.968, 0.473, 0.487, -0.950, 0.512, 0.494, -1.008, 0.452, 0.507, -1.077, 0.509, 0.459, -0.984],
  "max_force_ev_per_a": 2.0,
  "multiplicity": 1,
  "de_lowest_kj_mol": 127.0,
  "homo_ev": -6.128,
  "total_charge": -1
}

---

{
  "formula": "C5H25N2O5",
  "method": "the ωB97M-V functional and the def2-TZVPD basis",
  "elements": ["C", "N", "C", "C", "N", "C", "C", "H", "H", "H", "H", "H", "H", "H", "H", "H", "H", "H", "H", "H", "H", "H", "H", "H", "O", "H", "H", "O", "H", "H", "O", "H", "H", "O", "H", "H", "O"],
  "coordinates": [[1.20662, 0.06231, 0.49588], [2.15516, 1.12041, 0.05630], [3.30061, 0.59895, -0.71017], [-0.18189, 0.68162, 0.75338], [-1.14010, -0.41463, 0.36890], [-1.16681, 2.16499, 2.69886], [-0.28892, 1.00714, 2.25721], [1.26132, -0.62048, -0.35460], [1.57032, -0.44175, 1.39619], [2.43827, 1.63025, 0.88235], [4.21458, 0.96163, -0.23757], [3.31495, 1.09130, -1.68577], [3.33403, -0.48025, -0.83300], [-0.36092, 1.52060, 0.09354], [-0.88215, -1.28697, 0.82869], [-1.01673, -0.68250, -0.60384], [-2.09456, -0.26163, 0.67936], [-1.63788, 1.89587, 3.64915], [-1.97897, 2.35769, 2.00387], [-0.66777, 3.08894, 2.98547], [0.75682, 1.08375, 2.54279], [-0.56164, 0.10745, 2.82104], [-2.20533, -2.51311, -1.77095], [-1.85973, -3.45063, -0.49983], [-1.71488, -2.61687, -0.94811], [-0.10363, -2.09781, -2.16274], [0.18078, -1.58575, -3.61683], [-0.36658, -1.46324, -2.83716], [1.19240, -3.76293, 1.11156], [-0.19563, -3.98290, 0.62729], [0.36670, -3.28139, 0.97327], [-3.39967, 1.44173, -1.29467], [-1.94570, 1.98083, -1.44021], [-2.47354, 1.18518, -1.28878], [-0.07010, 1.05462, -2.10937], [0.98957, 1.96411, -2.34412], [0.03100, 1.94349, -2.48738]],
  "forces_ev_per_a": [[1.053, 1.334, -1.062], [-0.873, -0.783, 0.485], [0.360, 1.433, 0.213], [0.440, -1.262, 0.669], [0.618, -0.357, 1.073], [-0.423, -0.126, 0.986], [0.478, -0.249, -0.313], [-0.691, -0.356, 0.210], [-0.191, -0.326, -0.049], [0.355, 0.110, -0.204], [0.160, -0.425, 0.027], [-0.092, -0.358, -0.186], [-0.082, -0.065, 0.165], [0.024, 0.134, 0.038], [0.459, -0.128, 0.374], [-0.895, 0.435, -0.350], [-0.255, 0.403, -0.834], [-0.163, -0.131, -0.153], [0.009, 0.191, -0.165], [0.321, 0.042, -0.693], [0.044, 0.725, 0.402], [-0.250, -0.165, -0.353], [-0.193, -0.564, 0.048], [-0.628, -0.181, -0.554], [0.337, 0.333, 0.396], [0.161, -0.286, -0.284], [0.130, -0.050, 0.012], [-0.113, 0.476, 0.231], [0.122, 0.301, 0.191], [-0.044, 0.051, 0.057], [0.027, -0.288, -0.148], [0.020, 0.197, -0.167], [-0.200, 0.078, -0.302], [0.008, -0.081, 0.287], [-0.748, -0.060, -0.544], [0.047, 0.915, -0.199], [0.667, -0.916, 0.696]],
  "nbo_charge": [-0.243, -0.642, -0.427, -0.062, -0.674, -0.630, -0.423, 0.199, 0.192, 0.365, 0.213, 0.195, 0.192, 0.246, 0.440, 0.470, 0.444, 0.227, 0.212, 0.237, 0.222, 0.215, 0.520, 0.491, -0.998, 0.486, 0.495, -0.977, 0.492, 0.467, -0.954, 0.491, 0.503, -0.990, 0.457, 0.479, -0.930],
  "max_force_ev_per_a": 2.0,
  "multiplicity": 1,
  "de_lowest_kj_mol": 215.2,
  "homo_ev": -12.209,
  "total_charge": 1
}